1:
A 2-piece molecular cluster, C4H12NOS overall. Source: OMol25; level of theory: wB97M-V/def2-TZVPD.

```
! wB97M-V def2-TZVPD RIJCOSX def2/J DEFGRID3
* xyz -1 1
C 1.789 -1.879 0.281
N 0.789 -1.125 0.987
C 0.289 0.077 0.339
C -1.048 0.511 0.916
S -1.766 1.977 0.097
C 1.726 -3.372 0.555
H 1.684 -1.730 -0.816
H 2.786 -1.506 0.511
H 0.047 -1.665 1.404
H 0.160 -0.063 -0.740
H 0.985 0.916 0.453
H -0.893 0.744 1.971
H -1.750 -0.322 0.819
H 0.743 -3.763 0.258
H 2.502 -3.905 0.000
H 1.829 -3.619 1.612
H -0.718 2.066 -1.925
H 0.092 1.088 -2.765
O -0.209 1.998 -2.768
*
```

For the LUMO energy, the calculation gives 3.4 eV. As for the frontier orbital gap: 6.08 eV.

Taken from the natural (NBO) analysis, the atomic charges in e are: -0.20, -0.65, -0.22, -0.52, -0.69, -0.61, 0.16, 0.16, 0.36, 0.15, 0.18, 0.18, 0.17, 0.20, 0.20, 0.20, 0.50, 0.45, -1.00



2:
A 2-piece molecular cluster, C4H12NOS overall. Source: OMol25; level of theory: wB97M-V/def2-TZVPD.

```
! wB97M-V def2-TZVPD RIJCOSX def2/J DEFGRID3
* xyz -1 1
C -1.769 -0.442 -0.074
C -2.360 0.883 0.338
S -3.862 1.443 -0.805
C -0.280 -0.786 0.150
N 0.866 -0.044 -0.476
C 1.535 0.974 0.433
H -1.902 -0.470 -1.248
H -2.325 -1.276 0.371
H -2.836 0.921 1.295
H -1.587 1.704 0.376
H -0.277 -1.810 -0.331
H -0.056 -0.811 1.306
H 0.338 0.466 -1.310
H 2.092 0.364 1.124
H 2.239 1.644 -0.109
H 0.808 1.455 1.080
H 2.839 -0.679 -0.507
H 2.989 -2.087 -1.064
O 3.549 -1.449 -0.549
*
```

For the LUMO energy, the calculation gives 3.4 eV. As for the frontier orbital gap: 5.93 eV.

Taken from the natural (NBO) analysis, the atomic charges in e are: -0.45, -0.51, -0.77, -0.21, -0.68, -0.44, 0.20, 0.21, 0.19, 0.17, 0.18, 0.16, 0.37, 0.19, 0.20, 0.20, 0.50, 0.46, -0.98



Which of them is the most stable, and which is the least stable? 1 and 2, in that order.